<w>
The following is a quantum chemistry calculation of a 2-piece molecular cluster, C2H8O2S overall, from the Open Molecules 2025 dataset.

Structure (XYZ):
```
13
Properties=species:S:1:pos:R:3:nbo_charge:R:1
O 0.20 -0.69 -1.97 -0.72
S 1.50 -1.68 0.05 0.21
C 0.64 -1.04 1.44 -0.78
C 1.33 -0.44 -1.21 -0.23
H -0.22 0.15 -2.26 0.47
H 0.61 -1.70 2.33 0.25
H -0.39 -0.85 1.11 0.21
H 1.10 -0.08 1.74 0.21
H 2.18 -0.56 -1.92 0.19
H 1.47 0.51 -0.66 0.18
O -3.00 2.46 0.34 -0.94
H -2.55 1.79 -0.23 0.47
H -2.87 2.13 1.26 0.47
```

Calculated values
* highest occupied orbital energy: -8.8 eV
* charge: 0
* SMILES string: CSCO.O

<x>
The following is a quantum chemistry calculation of a 2-piece molecular cluster, C2H8O2S overall, from the Open Molecules 2025 dataset.

Structure (XYZ):
```
13
Properties=species:S:1:pos:R:3:nbo_charge:R:1
O 0.99 0.74 1.46 -0.73
S 0.40 1.02 -1.18 0.17
C 0.20 -0.71 -1.70 -0.75
C 1.63 0.95 0.20 -0.21
H 1.52 1.21 2.13 0.47
H -0.61 -0.73 -2.45 0.24
H -0.02 -1.46 -0.92 0.23
H 1.15 -0.98 -2.19 0.21
H 2.23 1.88 0.17 0.19
H 2.33 0.10 0.08 0.18
O -3.46 -0.68 1.12 -0.95
H -3.77 -1.04 1.98 0.47
H -2.58 -0.29 1.31 0.48
```

Calculated values
* highest occupied orbital energy: -8.9 eV
* charge: 0
* SMILES string: CSCO.O

<x> is the most stable structure; the next one sits 0.193 eV above it.

<w>
The following is a quantum chemistry calculation of C3H4FIO as an isolated structure, from the Open Molecules 2025 dataset.

Structure (XYZ):
```
10
Properties=species:S:1:pos:R:3:nbo_charge:R:1
C -0.91 -1.68 -0.60 0.32
C 0.26 0.40 0.54 -0.70
C -0.87 -0.66 0.56 0.36
O -1.32 -2.79 -0.42 -0.48
F -1.30 -1.27 1.67 -0.32
I -2.96 0.25 -0.12 -0.05
H -0.78 -1.22 -1.55 0.13
H 0.65 0.50 1.54 0.25
H -0.11 1.42 0.27 0.26
H 0.97 -0.05 -0.20 0.24
```

Calculated values
* highest occupied orbital energy: -9.7 eV
* charge: 0

<x>
The following is a quantum chemistry calculation of one molecule with the formula C3H4FIO, from the Open Molecules 2025 dataset.

Structure (XYZ):
```
10
Properties=species:S:1:pos:R:3:nbo_charge:R:1
C 0.76 0.94 -0.65 0.38
C -0.51 -1.10 0.26 -0.56
C -0.28 0.58 0.32 0.11
O 0.71 0.86 -1.85 -0.47
F -1.49 1.13 -0.01 -0.34
I 1.43 -2.09 0.46 0.10
H 1.56 1.35 -0.18 0.11
H -1.08 -1.58 1.07 0.23
H -1.09 -1.01 -0.73 0.26
H -0.02 0.91 1.32 0.18
```

Calculated values
* highest occupied orbital energy: -9.9 eV
* charge: 0
* SMILES string: O=C[C@@H](F)CI

<w> is the most stable structure; the next one sits 0.358 eV above it.

<w>
The following is a quantum chemistry calculation of a 2-piece molecular cluster, C2H6NO3 overall, from the Open Molecules 2025 dataset.

Structure (XYZ):
```
12
Properties=species:S:1:pos:R:3:mulliken_spin:R:1
C -0.49 -2.36 -1.43 0.00
N 0.57 -2.50 -0.42 0.12
C 0.44 -1.72 0.73 -0.04
O 0.77 -2.39 1.79 0.84
O 0.03 -0.59 0.71 0.07
H -1.43 -2.41 -0.94 0.01
H -0.45 -1.36 -1.79 0.00
H -0.26 -3.00 -2.25 0.00
H 0.86 -3.46 -0.31 0.00
H 0.00 7.38 1.25 0.00
H -0.27 5.90 1.05 0.00
O 0.22 6.52 1.62 0.00
```

Calculated values
* highest occupied orbital energy (spin up / spin down): -10.7 / -10.4 eV
* charge: 0
* 2S+1: 2

<x>
The following is a quantum chemistry calculation of a 2-piece molecular cluster, C2H6NO3 overall, from the Open Molecules 2025 dataset.

Structure (XYZ):
```
12
Properties=species:S:1:pos:R:3:mulliken_spin:R:1
N -0.21 1.21 -1.42 -0.01
C -0.39 1.06 0.02 0.00
O 0.73 0.70 0.76 0.77
H 0.20 0.36 -1.83 0.00
H 0.40 1.98 -1.65 0.00
H -0.82 2.03 0.39 0.06
H -1.24 0.34 0.12 0.07
O -0.69 -2.65 0.13 0.02
C -0.02 -1.82 0.73 -0.01
O 1.29 -1.61 0.68 0.12
H -0.53 -1.10 1.41 0.00
H 1.27 -0.51 0.67 -0.02
```

Calculated values
* highest occupied orbital energy (spin up / spin down): -10.5 / -10.4 eV
* charge: 0
* 2S+1: 2

<w> is the most stable structure; the next one sits 1.166 eV above it.

<w>
The following is a quantum chemistry calculation of a 2-piece molecular cluster, H5NO overall, from the Open Molecules 2025 dataset.

Structure (XYZ):
```
7
Properties=species:S:1:pos:R:3:nbo_charge:R:1
N 0.00 0.00 0.00 -1.06
H -0.01 1.02 0.11 0.34
H 0.98 -0.28 -0.09 0.35
H -0.34 -0.39 0.88 0.36
O 1.51 2.41 -1.53 -0.93
H 0.71 2.65 -1.01 0.46
H 2.06 1.87 -0.91 0.47
```

Calculated values
* highest occupied orbital energy: -10.4 eV
* charge: 0
* SMILES string: N.O

<x>
The following is a quantum chemistry calculation of a 2-piece molecular cluster, H5NO overall, from the Open Molecules 2025 dataset.

Structure (XYZ):
```
7
Properties=species:S:1:pos:R:3:nbo_charge:R:1
N 0.24 -3.04 1.07 -1.07
H 1.12 -3.22 1.57 0.36
H 0.36 -2.18 0.53 0.36
H 0.13 -3.80 0.38 0.36
O -1.01 4.14 -1.13 -0.94
H -0.30 4.22 -0.46 0.47
H -0.54 3.87 -1.96 0.47
```

Calculated values
* highest occupied orbital energy: -10.2 eV
* charge: 0
* SMILES string: N.O

<x> is the most stable structure; the next one sits 0.078 eV above it.

<w>
The following is a quantum chemistry calculation of CH6N2O2S as an isolated structure, from the Open Molecules 2025 dataset.

Structure (XYZ):
```
12
Properties=species:S:1:pos:R:3:nbo_charge:R:1
C 1.86 0.04 0.00 -0.87
N -1.12 -1.39 0.50 -1.11
N -0.52 1.64 -0.15 0.06
O -2.23 -0.10 -1.32 -0.92
O -1.39 1.31 0.69 -0.27
S -2.33 -0.54 0.06 1.50
H 1.44 0.97 0.38 0.21
H 2.23 0.11 -1.07 0.21
H 1.11 -0.74 0.07 0.24
H -1.21 -2.16 1.18 0.40
H -0.52 1.04 -0.94 0.32
H 2.68 -0.18 0.59 0.22
```

Calculated values
* highest occupied orbital energy: -10.1 eV
* charge: 0

<x>
The following is a quantum chemistry calculation of a 2-piece molecular cluster, CH6N2O2S overall, from the Open Molecules 2025 dataset.

Structure (XYZ):
```
12
Properties=species:S:1:pos:R:3:nbo_charge:R:1
C 0.70 -0.23 -0.62 0.08
N -2.77 1.18 0.27 -1.01
N 2.09 -0.50 -0.35 -0.84
O -0.20 -0.73 0.34 -0.74
O -4.35 -0.78 0.16 -0.87
S -3.22 -0.09 -0.42 1.49
H 0.58 0.86 -0.73 0.16
H 0.43 -0.72 -1.56 0.17
H -3.21 1.55 1.10 0.39
H 2.38 -0.11 0.54 0.35
H 2.25 -1.50 -0.32 0.36
H -0.18 -0.17 1.13 0.47
```

Calculated values
* highest occupied orbital energy: -9.9 eV
* charge: 0

<x> is the most stable structure; the next one sits 3.583 eV above it.

<w>
The following is a quantum chemistry calculation of one molecule with the formula C10H8O2, from the Open Molecules 2025 dataset.

Structure (XYZ):
```
20
Properties=species:S:1:pos:R:3:nbo_charge:R:1
C -2.38 -0.52 -0.06 0.33
C -2.40 0.95 -0.05 -0.27
C -1.25 1.67 0.00 -0.14
C 0.01 0.94 -0.02 -0.11
C 1.25 1.65 -0.11 -0.16
C 2.41 0.96 0.01 -0.28
C 2.41 -0.44 0.00 0.31
C 1.23 -1.13 0.17 -0.29
C 0.00 -0.46 0.11 0.00
C -1.23 -1.24 0.02 -0.34
H -3.43 -2.04 -0.17 0.48
H -3.36 1.36 -0.04 0.22
H -1.27 2.78 0.16 0.22
H 1.00 2.74 0.12 0.22
H 3.35 1.53 0.05 0.23
H 3.52 -2.01 -0.33 0.48
H 1.20 -2.25 0.18 0.20
H -1.08 -2.38 0.17 0.22
O -3.60 -1.02 -0.08 -0.65
O 3.63 -1.06 -0.14 -0.67
```

Calculated values
* highest occupied orbital energy: -8.2 eV
* charge: 0
* SMILES string: Oc1ccc2ccc(O)cc2c1

<x>
The following is a quantum chemistry calculation of one molecule with the formula C10H8O2, from the Open Molecules 2025 dataset.

Structure (XYZ):
```
20
Properties=species:S:1:pos:R:3:nbo_charge:R:1
C -2.34 -0.09 -0.10 0.26
C -1.92 1.20 -0.17 -0.23
C -0.59 1.70 0.14 -0.23
C 0.31 0.47 0.56 -0.09
C 1.68 0.70 0.09 0.30
C 2.85 -0.17 -0.16 -0.28
C 2.41 -1.61 -0.28 -0.20
C 1.02 -1.72 0.23 -0.23
C -0.13 -0.76 0.42 -0.08
C -1.45 -1.06 0.27 -0.20
H -4.20 0.27 0.37 0.48
H -2.84 1.78 -0.50 0.20
H -0.50 2.70 0.44 0.23
H 1.35 2.23 -0.64 0.48
H 3.79 0.35 -0.31 0.24
H 3.06 -2.61 -0.38 0.24
H 0.80 -2.81 0.15 0.20
H -1.87 -2.11 0.01 0.23
O -3.52 -0.47 -0.20 -0.64
O 2.10 2.00 0.06 -0.68
```

Calculated values
* highest occupied orbital energy: -7.5 eV
* charge: 0
* SMILES string: Oc1ccc2c(O)cccc2c1

<w> is the most stable structure; the next one sits 5.422 eV above it.

<w>
The following is a quantum chemistry calculation of an isolated ion of composition C11H12N3 and charge +1, from the Open Molecules 2025 dataset.

Structure (XYZ):
```
26
Properties=species:S:1:pos:R:3:nbo_charge:R:1
C 3.44 0.22 0.14 -0.23
C 2.01 -1.84 0.26 -0.03
C 3.29 1.59 0.01 -0.04
C 1.13 -2.72 -0.21 -0.15
C 2.12 -0.37 0.38 -0.19
C -1.31 0.66 0.47 0.38
C 1.25 0.69 0.27 0.31
C -2.00 -0.62 -0.04 -0.44
C -1.06 -1.66 0.02 0.61
C -2.34 1.68 0.88 -0.71
C -2.79 -0.48 -1.33 -0.57
N -0.08 -2.20 -0.32 -0.21
N -0.09 0.96 0.50 -0.44
N 1.93 1.83 0.06 -0.47
H 4.31 -0.42 0.24 0.24
H 3.00 -2.26 0.34 0.23
H 4.00 2.26 -0.33 0.23
H 1.40 -3.73 -0.54 0.27
H -2.73 -0.81 0.82 0.29
H -3.33 1.60 0.56 0.23
H -2.10 2.71 0.69 0.25
H -2.63 1.73 1.94 0.26
H -3.86 -0.56 -1.05 0.25
H -2.56 -1.43 -2.00 0.24
H -2.44 0.42 -1.67 0.23
H 1.43 2.77 -0.08 0.45
```

Calculated values
* highest occupied orbital energy: -11.7 eV
* charge: +1
* SMILES string: C/C1=N/c2[nH]ccc2/C=C\[N+]#C[C@@H]1C

<x>
The following is a quantum chemistry calculation of an isolated ion of composition C11H12N3 and charge +1, from the Open Molecules 2025 dataset.

Structure (XYZ):
```
26
Properties=species:S:1:pos:R:3:nbo_charge:R:1
N 0.37 2.32 2.32 -0.39
C -0.15 2.86 1.20 0.28
C 0.93 -0.97 3.82 -0.13
C 0.72 -1.86 2.76 -0.18
C 0.92 0.34 3.60 -0.19
C 0.51 -1.34 1.52 -0.17
C 0.50 0.92 2.44 0.18
C 0.42 0.07 1.32 -0.15
C 0.17 0.74 0.06 0.55
N -0.28 2.04 0.09 -0.35
N 0.42 0.24 -1.22 -0.37
C 1.68 -0.55 -1.46 -0.42
C -0.31 2.44 -1.28 -0.25
C 0.01 1.30 -2.16 -0.24
H -0.24 3.98 1.03 0.25
H 1.13 -1.23 4.76 0.23
H 0.63 -2.96 2.87 0.25
H 1.08 0.92 4.47 0.24
H 0.13 -1.83 0.64 0.23
H 2.33 0.17 -1.99 0.21
H 1.67 -1.46 -2.15 0.24
H 2.08 -0.96 -0.52 0.24
H -1.34 2.79 -1.26 0.25
H 0.50 3.21 -1.42 0.23
H -0.90 0.98 -2.72 0.23
H 0.78 1.61 -2.96 0.24
```

Calculated values
* highest occupied orbital energy: -12.8 eV
* charge: +1
* SMILES string: C[N+]1=C2c3ccccc3N=CN2CC1

<x> is the most stable structure; the next one sits 2.887 eV above it.

<w>
The following is a quantum chemistry calculation of an isolated ion of composition C2H2N5O2 and charge -1, from the Open Molecules 2025 dataset.

Structure (XYZ):
```
11
Properties=species:S:1:pos:R:3:nbo_charge:R:1
C 0.78 0.92 -0.75 0.17
C -0.18 0.18 0.10 -0.31
N 2.10 1.73 -2.15 -0.17
N 1.07 0.92 -2.05 -0.37
N 1.67 1.66 -0.06 -0.39
N 2.46 2.19 -0.99 -0.16
N -0.73 1.13 1.05 0.54
O -1.57 1.89 0.60 -0.38
O -0.51 1.00 2.27 -0.39
H -0.87 -0.42 -0.60 0.24
H 0.32 -0.58 0.61 0.22
```

Calculated values
* highest occupied orbital energy: -5.3 eV
* charge: -1

<x>
The following is a quantum chemistry calculation of C2H2N5O2 as an isolated structure, from the Open Molecules 2025 dataset.

Structure (XYZ):
```
11
Properties=species:S:1:pos:R:3:nbo_charge:R:1
C -1.09 -0.52 0.57 0.07
C 0.91 0.20 0.39 0.07
N -0.53 -0.63 1.77 -0.37
N 0.73 -0.09 1.64 -0.37
N -0.82 0.69 -2.53 0.08
N -0.26 0.05 -0.33 -0.52
N -0.29 -0.23 -3.07 0.50
O 0.27 -1.20 -2.78 -0.38
O -0.45 0.30 -4.25 -0.43
H -2.16 -0.59 0.51 0.17
H 1.67 0.74 -0.26 0.18
```

Calculated values
* highest occupied orbital energy: -4.9 eV
* charge: -1

<w> is the most stable structure; the next one sits 3.417 eV above it.